Formula: C39H26Br2N5O7Sc
Source: the Open Molecules 2025 dataset
Level of theory: the ωB97M-V functional and the def2-TZVPD basis

Structure (XYZ):
```
80
Properties=species:S:1:pos:R:3:forces:R:3
Sc 0.220700 -0.430100 0.100500 -0.4 0.4 0.5
O 2.160100 -3.726700 1.727500 -0.1 0.0 -0.1
C 1.347600 -2.868000 1.463400 -0.4 -0.8 0.6
O 1.578100 -1.685800 1.014000 0.4 0.1 -0.3
C -0.151300 -3.051400 1.775600 0.1 0.2 -0.1
C -0.769400 -4.032600 2.540700 0.2 0.1 -0.3
C -2.097800 -3.837300 2.902400 0.1 0.1 0.0
C -2.734900 -2.638500 2.600600 0.0 0.3 -0.3
C -2.031600 -1.696800 1.856500 0.1 0.3 0.0
N -0.814200 -1.965100 1.400900 -0.2 -0.3 0.3
C -2.322700 -0.192000 1.634700 -0.5 -0.6 0.4
O -3.442400 0.270800 1.720400 0.0 -0.1 0.0
O -1.225700 0.437700 1.414500 0.5 0.5 -0.2
H -0.212800 -4.903600 2.846900 0.1 -0.1 0.0
H -2.618300 -4.592800 3.474500 0.0 0.0 0.0
H -3.735800 -2.419400 2.942800 0.0 0.0 0.0
C -1.512100 4.694900 0.596600 -0.1 0.6 -0.4
O -1.075500 3.714800 1.543400 -0.1 -0.6 0.7
C 0.116400 3.284500 1.106200 0.0 0.6 -0.8
N 0.598300 3.817900 0.062200 0.5 -0.3 0.2
C -0.369600 4.746400 -0.464900 -0.3 0.2 0.1
C -0.761100 4.335800 -1.871000 0.1 0.1 0.0
C -1.648600 5.106400 -2.612100 0.1 -0.1 0.1
C -1.996500 4.728500 -3.898000 -0.1 0.1 -0.1
C -1.457600 3.584200 -4.461800 0.1 0.0 -0.1
C -0.550300 2.829300 -3.737900 0.1 0.0 0.0
C -0.207700 3.198500 -2.448800 0.2 0.0 0.0
C 0.951900 2.268100 1.762900 0.3 -0.2 0.6
C 1.370900 2.304300 3.087100 -0.2 -0.1 -0.3
C 2.416700 1.474600 3.468900 0.1 -0.1 -0.3
C 3.092000 0.737800 2.506200 -0.1 0.0 -0.2
C 2.595300 0.758300 1.208900 0.2 0.6 0.6
N 1.497900 1.441400 0.867100 0.2 -0.2 0.3
C 3.252200 0.204500 0.016800 -0.3 -0.2 -1.1
N 2.587500 -0.141200 -1.016100 -0.1 0.2 0.8
C 3.556700 -0.495400 -2.049300 0.3 -0.2 -0.3
C 4.906700 -0.039200 -1.421000 0.1 0.1 -0.7
O 4.580600 0.245900 -0.060500 0.1 0.1 0.9
C 3.599000 -1.974200 -2.388500 -0.1 0.1 0.1
C 2.696700 -2.880400 -1.859100 -0.1 0.2 0.2
C 2.808800 -4.231400 -2.145000 0.1 0.0 0.0
C 3.817300 -4.684100 -2.975200 -0.1 -0.1 0.0
C 4.715300 -3.780200 -3.517200 0.2 0.1 -0.1
C 4.612300 -2.433500 -3.224400 -0.1 -0.1 0.0
H -1.642400 5.638200 1.132200 0.0 -0.1 -0.1
H -2.465300 4.379300 0.170700 0.0 0.0 0.1
H 0.086200 5.743000 -0.504000 -0.1 -0.1 0.0
H -2.068400 6.005900 -2.184200 -0.1 0.1 0.1
H -2.681300 5.337900 -4.468500 -0.1 0.0 0.0
H -1.738900 3.284900 -5.461100 0.0 0.0 -0.1
H -0.103900 1.947300 -4.175500 0.0 -0.1 0.0
H 0.495300 2.598900 -1.881400 0.0 0.1 -0.1
H 0.902400 2.976400 3.787000 -0.1 0.1 0.1
H 2.739800 1.441500 4.498400 0.0 0.0 0.1
H 3.960800 0.145200 2.745600 0.1 0.0 0.0
H 3.316400 0.076000 -2.954900 0.1 -0.1 0.1
H 5.299900 0.878000 -1.873600 -0.1 -0.1 0.1
H 5.672800 -0.814200 -1.437600 -0.1 0.1 0.0
H 1.898100 -2.524500 -1.224700 0.1 -0.1 -0.1
H 2.110500 -4.927200 -1.706500 -0.1 -0.1 0.0
H 3.898600 -5.735400 -3.206300 0.0 -0.1 0.0
H 5.503300 -4.123100 -4.170600 0.1 -0.1 -0.1
H 5.322900 -1.738800 -3.649700 0.1 0.1 -0.1
Br -0.204900 -3.579200 -3.783300 -0.1 0.1 -0.1
C -1.132400 -1.939500 -3.617500 0.5 0.0 0.8
C -1.993200 -1.538300 -4.637200 -0.4 0.4 -0.1
C -2.729100 -0.388700 -4.505800 0.0 -0.3 -0.3
Br -3.888800 0.122000 -5.916200 0.0 0.0 -0.1
C -2.655100 0.399400 -3.341100 0.3 -0.2 0.3
C -3.452100 1.525500 -3.062700 0.0 0.0 0.3
C -3.337200 2.135900 -1.843600 -0.1 -0.1 -0.3
C -2.365000 1.688700 -0.936800 0.0 -0.1 0.2
N -1.550700 0.688100 -1.193100 0.0 -0.1 0.0
C -1.724900 0.008300 -2.347300 -0.1 -0.3 -0.5
C -0.941800 -1.188600 -2.458800 -0.8 0.0 -1.3
O -0.157100 -1.513700 -1.483600 0.3 -0.4 0.1
H -2.087200 -2.153100 -5.519900 0.0 0.0 0.0
H -4.164000 1.863700 -3.801300 -0.1 0.0 0.0
H -3.979800 2.961500 -1.579700 0.0 0.1 0.1
H -2.283000 2.127900 0.046300 0.1 0.0 0.1
```
Forces are in eV/Å.

Properties
Energy relative to the best compared isomer or geometry (same formula, charge and spin) in kJ/mol: 205.1
Lowest unoccupied orbital energy in eV: -0.51
2S+1: 1
Total energy in hartree: -8211.26701